# 1
{"formula": "C21H28NO", "method": "wB97M-V/def2-TZVPD", "e_lumo_ev": -2.4, "charge": 1, "e_homo_ha": -0.42788, "de_lowest_ev": 1.927, "symbols": ["C", "O", "C", "C", "C", "C", "C", "N", "C", "C", "C", "C", "C", "C", "C", "C", "C", "C", "C", "C", "C", "C", "C", "H", "H", "H", "H", "H", "H", "H", "H", "H", "H", "H", "H", "H", "H", "H", "H", "H", "H", "H", "H", "H", "H", "H", "H", "H", "H", "H", "H"], "positions_angstrom": [[3.47968, 4.03129, 0.87736], [2.49538, 3.03648, 0.59191], [1.85634, 3.22415, -0.63239], [0.93711, 2.05187, -1.00516], [0.04829, 2.49491, -2.14878], [-1.26080, 1.72962, -2.08413], [-1.42890, 1.29931, -0.63707], [-0.05179, 1.30958, 0.00652], [0.04492, 1.48050, 1.44718], [-1.22524, 0.93953, 2.11105], [-2.41780, 1.69572, 2.06009], [-3.65654, 1.07612, 2.25342], [-3.70041, -0.26471, 2.67502], [-5.02463, -0.95432, 2.85015], [-2.50843, -0.92200, 2.98338], [-1.27364, -0.28693, 2.78080], [1.34689, 0.83476, 1.95264], [2.30824, 1.51765, 2.69384], [3.53952, 0.93284, 2.97958], [3.78731, -0.40202, 2.61968], [5.14448, -1.02181, 2.81015], [2.74683, -1.14627, 2.06051], [1.55420, -0.52503, 1.67841], [3.94982, 3.73624, 1.82049], [4.25490, 4.10026, 0.08710], [3.02850, 5.03632, 0.99832], [1.32497, 4.19833, -0.65602], [2.62778, 3.26902, -1.43458], [1.62052, 1.24651, -1.32689], [-0.13647, 3.57098, -2.03147], [0.57697, 2.34528, -3.09246], [-2.10912, 2.36464, -2.35550], [-1.23131, 0.85814, -2.74244], [-2.05085, 2.03256, -0.12181], [-1.91273, 0.31990, -0.51319], [0.25959, 0.34974, -0.14926], [0.07520, 2.56700, 1.61386], [-2.40256, 2.73663, 1.72860], [-4.59082, 1.60989, 2.04383], [-4.89520, -2.04104, 2.84855], [-5.51101, -0.67771, 3.79486], [-5.71170, -0.69604, 2.03853], [-2.53182, -1.94920, 3.36714], [-0.36233, -0.80152, 3.07246], [2.08615, 2.52143, 3.06572], [4.31478, 1.51828, 3.48332], [5.07062, -2.11430, 2.85783], [5.80227, -0.78846, 1.96121], [5.64843, -0.66554, 3.71536], [2.86665, -2.22586, 1.91308], [0.74405, -1.12013, 1.25191]]}


# 2
{"formula": "C21H29BBr2N", "method": "wB97M-V/def2-TZVPD", "e_lumo_ev": -2.9, "charge": 1, "e_homo_ha": -0.37211, "de_lowest_ev": 0.963, "symbols": ["Br", "C", "C", "C", "C", "C", "C", "C", "C", "C", "C", "C", "Br", "C", "C", "C", "C", "H", "H", "H", "H", "H", "H", "H", "H", "H", "H", "H", "C", "C", "N", "C", "C", "C", "C", "B", "H", "H", "H", "H", "H", "H", "H", "H", "H", "H", "H", "H", "H", "H", "H", "H", "H", "H"], "positions_angstrom": [[3.26376, -6.40956, -4.06022], [2.48633, -5.25040, -2.79505], [1.10708, -5.28396, -2.52997], [0.55486, -4.47249, -1.53234], [1.35783, -3.60055, -0.74367], [0.80250, -2.71223, 0.28227], [1.55430, -1.77767, 0.93168], [1.12965, -0.54251, 1.65606], [1.88105, -0.04842, 2.88918], [1.35382, -0.07441, 4.18264], [2.05223, 0.51714, 5.24774], [3.29475, 1.11962, 4.99136], [4.34023, 1.76427, 6.42784], [3.81430, 1.20018, 3.69131], [3.09704, 0.59819, 2.65406], [2.74554, -3.60090, -1.02858], [3.29763, -4.37414, -2.05743], [0.48099, -5.94965, -3.11655], [-0.52122, -4.50237, -1.36252], [-0.23994, -2.89905, 0.56767], [2.65330, -1.75865, 0.80779], [0.04179, -0.47864, 1.80211], [0.39907, -0.57922, 4.36426], [1.64266, 0.49655, 6.25481], [4.76423, 1.69111, 3.48308], [3.49353, 0.62170, 1.63766], [3.40845, -2.97013, -0.43499], [4.35928, -4.31002, -2.27603], [-4.30940, 3.57782, -0.93026], [-3.22641, 3.17388, -1.93019], [-2.43850, 2.11226, -1.26493], [-3.16335, 0.80713, -1.47435], [-2.38425, -0.36742, -0.90588], [-1.03204, 1.93726, -1.71084], [-0.13644, 3.16022, -1.83215], [-2.76446, 2.85159, 0.14640], [1.40597, 0.20127, 0.91200], [-4.58357, 4.62007, -1.16388], [-5.17550, 2.91012, -1.01205], [-4.05543, 3.59444, 0.15862], [-3.68719, 2.75312, -2.84451], [-2.56403, 4.00557, -2.22251], [-4.16083, 0.90556, -1.02078], [-3.29060, 0.68770, -2.56304], [-3.06522, -1.22593, -0.83513], [-1.54106, -0.65183, -1.55392], [-2.00245, -0.15282, 0.10366], [-0.59010, 1.22852, -0.99811], [-1.07879, 1.40540, -2.67578], [0.82273, 2.79199, -2.22915], [-0.54215, 3.90458, -2.52728], [0.07729, 3.61475, -0.85720], [-2.01942, 3.75137, 0.40119], [-3.10981, 1.98958, 0.89587]]}


# 3
{"formula": "C21H29BrCl2F6O18SSi2", "method": "wB97M-V/def2-TZVPD", "e_lumo_ev": 0.2, "e_homo_ha": -0.37231, "symbols": ["C", "C", "Br", "C", "Si", "O", "Si", "C", "Cl", "C", "C", "Cl", "S", "O", "O", "F", "H", "H", "H", "H", "H", "H", "H", "H", "H", "H", "H", "H", "H", "H", "C", "C", "O", "C", "O", "O", "F", "H", "H", "H", "C", "C", "O", "C", "O", "O", "F", "H", "H", "H", "C", "C", "O", "C", "O", "O", "F", "H", "H", "H", "C", "C", "O", "C", "O", "O", "F", "H", "H", "H", "C", "C", "O", "C", "O", "O", "F", "H", "H", "H"], "positions_angstrom": [[-2.37823, 5.12608, -3.94717], [-1.89147, 3.69969, -3.66885], [-1.56987, 2.81693, -5.38592], [-2.94345, 2.88451, -2.92348], [-2.15837, 1.39116, -2.09486], [-0.57308, 1.33839, -2.52555], [0.53390, 0.56928, -1.52995], [1.66573, 1.89622, -0.75549], [1.43720, 3.41675, -1.67232], [1.46436, 2.12860, 0.72072], [1.54508, 0.84546, 1.53180], [2.77225, 3.26066, 1.29018], [-2.48169, 1.77996, 0.06261], [-1.86235, 3.00321, 0.42327], [-3.89346, 1.80033, 0.21264], [-1.98091, 0.61219, 1.00143], [-1.51151, 5.76389, -4.05441], [-2.93033, 5.15943, -4.87375], [-2.97709, 5.47074, -3.11516], [-0.96715, 3.77507, -3.11873], [-3.39789, 3.50505, -2.16052], [-3.69271, 2.51406, -3.61019], [-2.83097, 0.13341, -2.43944], [-0.11735, -0.29594, -0.52938], [1.37346, -0.29401, -2.37216], [2.69406, 1.61168, -0.92405], [0.54375, 2.66219, 0.90634], [0.57243, 0.52757, 1.88064], [2.15683, 1.02986, 2.40205], [2.02888, 0.04649, 0.98437], [2.84892, 7.35044, -0.60659], [1.96738, 7.46456, 0.61582], [0.75381, 7.95536, 0.06933], [0.68307, 7.52474, -1.22183], [-0.29705, 7.53043, -1.88559], [1.89232, 7.07400, -1.63418], [2.44891, 8.35963, 1.51141], [3.35773, 8.29017, -0.82484], [3.58010, 6.55007, -0.53459], [1.77542, 6.51902, 1.12510], [3.72959, -4.40706, -0.62688], [2.25853, -4.20074, -0.91704], [2.06975, -2.83999, -0.55967], [3.26183, -2.20283, -0.73185], [3.38342, -1.02313, -0.76169], [4.26166, -3.09429, -0.86967], [1.46258, -4.97199, -0.14399], [3.89644, -4.68022, 0.41480], [4.20069, -5.14253, -1.27186], [1.97761, -4.33900, -1.96189], [-3.55598, -2.37717, 0.71828], [-2.50187, -3.45821, 0.78218], [-2.67084, -4.12254, -0.45935], [-3.17386, -3.21682, -1.34613], [-3.19669, -3.36074, -2.51979], [-3.62876, -2.11813, -0.69244], [-2.72404, -4.33368, 1.78992], [-4.52245, -2.73709, 1.07204], [-3.28498, -1.47962, 1.26391], [-1.47703, -3.08915, 0.85399], [-3.85221, 1.57827, 3.97713], [-3.58286, 0.23137, 4.60463], [-2.30259, 0.41274, 5.17469], [-2.16950, 1.74363, 5.47179], [-1.33545, 2.19430, 6.17547], [-3.13643, 2.46108, 4.84744], [-3.52148, -0.76351, 3.67842], [-3.43886, 1.64317, 2.97228], [-4.90733, 1.83432, 3.94556], [-4.28721, -0.05910, 5.38484], [3.23875, -9.23634, 1.12165], [2.83620, -8.01153, 0.33260], [3.99923, -7.74505, -0.43067], [4.65258, -8.93532, -0.61754], [5.51174, -9.11220, -1.40703], [4.15954, -9.87300, 0.22787], [2.57862, -6.94531, 1.12362], [3.75389, -8.96381, 2.04335], [2.40596, -9.89381, 1.35301], [1.99113, -8.16230, -0.34069]]}


# 4
{"formula": "C21H29BrClNO6Si2Sn", "method": "wB97M-V/def2-TZVPD", "e_lumo_ev": 4.0, "charge": -2, "e_homo_ha": 0.01107, "de_lowest_ev": 2.566, "symbols": ["Sn", "C", "Si", "C", "C", "C", "C", "C", "C", "C", "Si", "C", "C", "H", "H", "H", "H", "H", "H", "H", "H", "H", "H", "H", "H", "H", "H", "H", "H", "O", "Cl", "O", "O", "O", "O", "C", "O", "C", "N", "C", "C", "C", "H", "H", "H", "H", "H", "H", "H", "H", "H", "Br", "C", "C", "C", "C", "C", "C", "H", "H", "H", "H"], "positions_angstrom": [[-0.41331, -0.94918, -0.71678], [3.06918, -0.98215, 0.48335], [1.42330, -1.17996, 1.43562], [0.55960, -2.92335, 1.44861], [2.32372, -1.66607, 3.19226], [3.23614, -2.66069, 3.57523], [3.52070, -2.89040, 4.91566], [2.89637, -2.13295, 5.90951], [1.99325, -1.14079, 5.55245], [1.70974, -0.90503, 4.20296], [0.59324, 0.26440, 3.23528], [1.08176, 2.03157, 3.69711], [-1.20493, 0.07817, 3.78295], [3.65985, -1.90374, 0.53968], [3.65107, -0.19048, 0.96949], [2.92182, -0.71808, -0.56527], [1.32475, -3.70514, 1.40804], [-0.16989, -3.14257, 0.65231], [0.02395, -3.02774, 2.39784], [3.72834, -3.27175, 2.82133], [4.22696, -3.66549, 5.19878], [3.11658, -2.32457, 6.95461], [1.50886, -0.55896, 6.33362], [0.97983, 2.16416, 4.77948], [0.43769, 2.76223, 3.20202], [2.11889, 2.24526, 3.42300], [-1.32129, 0.32092, 4.84488], [-1.54552, -0.94802, 3.62244], [-1.85395, 0.74058, 3.20365], [-1.41189, 0.70801, -4.23863], [-0.86642, 1.59567, -3.24136], [-0.30504, 2.77937, -3.86110], [-1.87076, 1.96426, -2.27465], [0.24463, 0.89271, -2.53892], [-1.49717, 4.80000, 0.92401], [-0.89768, 3.77725, 0.69549], [-1.22442, 2.61822, 1.26017], [0.28819, 3.68392, -0.26391], [1.04882, 2.45133, 0.00320], [2.39676, 2.81169, 0.46878], [2.25396, 4.24900, 0.95723], [1.26597, 4.83972, -0.04852], [-0.14059, 3.68469, -1.26444], [1.07608, 1.83928, -0.80615], [-0.52230, 1.98890, 0.95782], [3.12656, 2.75757, -0.34653], [2.72272, 2.13077, 1.25784], [3.21014, 4.77343, 0.99210], [1.81820, 4.26038, 1.95973], [1.77654, 5.07022, -0.98603], [0.74758, 5.72952, 0.30430], [2.58255, -5.30121, -5.25381], [1.86712, -4.04078, -3.99903], [2.20590, -4.14752, -2.66553], [1.64603, -3.24468, -1.76079], [0.73914, -2.24918, -2.14241], [0.44831, -2.18239, -3.51314], [1.00260, -3.05530, -4.44384], [2.89683, -4.91231, -2.33334], [1.94716, -3.32922, -0.72350], [-0.24170, -1.42501, -3.87408], [0.74951, -2.97949, -5.49362]]}


# 5
{"formula": "C21H29Cl2HoO4", "method": "wB97M-V/def2-TZVPD", "e_lumo_ev": [0.3, 0.3], "e_homo_ha": [-0.28851, -0.29014], "multiplicity": 5, "symbols": ["O", "C", "C", "H", "H", "C", "H", "H", "C", "H", "H", "H", "C", "H", "H", "H", "Ho", "C", "C", "C", "H", "C", "C", "H", "H", "H", "H", "C", "C", "C", "H", "C", "C", "H", "H", "H", "H", "O", "C", "C", "H", "H", "C", "H", "H", "C", "H", "H", "H", "H", "Cl", "C", "Cl", "C", "O", "O", "H"], "positions_angstrom": [[0.21986, -1.70911, -1.63509], [-0.82987, -2.69413, -1.32745], [-0.45895, -3.87052, -2.15457], [-1.80563, -2.28767, -1.63909], [-0.74492, -3.07863, -0.30428], [0.59224, -2.81707, -2.55038], [-1.28060, -4.12239, -2.83672], [-0.20711, -4.73482, -1.52680], [0.36416, -2.46586, -4.01864], [-0.70445, -2.36318, -4.27413], [0.76657, -3.27578, -4.65264], [0.88430, -1.52714, -4.24921], [2.01407, -3.22481, -2.24552], [2.10698, -3.57096, -1.20985], [2.64027, -2.34210, -2.41189], [2.34956, -4.03711, -2.90519], [0.62446, 1.47430, 0.08173], [2.16487, 3.19508, 1.68531], [0.92706, 3.04097, 2.38559], [0.89403, 1.73961, 2.93579], [0.24318, 3.85507, 2.59258], [2.09491, 1.07332, 2.60748], [2.89391, 1.97606, 1.83995], [3.87618, 1.79284, 1.41691], [2.52341, 4.11026, 1.22254], [0.07485, 1.33903, 3.52863], [2.39676, 0.08476, 2.93450], [0.95360, 3.67927, -1.04174], [1.98570, 2.77356, -1.48319], [1.35780, 1.71118, -2.21182], [3.04980, 2.90221, -1.32969], [-0.06862, 1.96867, -2.21240], [-0.28673, 3.19216, -1.51182], [-1.22316, 3.74772, -1.48041], [1.09834, 4.65512, -0.56915], [1.84787, 0.90529, -2.73465], [-0.81196, 1.44413, -2.81258], [-1.00151, -1.26020, 0.59260], [0.08663, -1.71320, 1.46569], [-0.61883, -2.64144, 2.45286], [0.55145, -0.86541, 2.00237], [0.88644, -2.15557, 0.86187], [-1.97661, -1.96115, 2.63555], [-0.05478, -2.81938, 3.37817], [-0.76859, -3.58480, 1.90907], [-2.31587, -1.59066, 1.16835], [-1.80401, -0.96535, 3.05514], [-2.73200, -2.48093, 3.25454], [-2.94645, -0.69851, 0.96914], [-2.75116, -2.45835, 0.60705], [-2.19972, 3.46781, 3.39348], [-2.52263, 3.76846, 1.65483], [-1.41266, 4.99996, 0.97530], [-2.49811, 2.41905, 0.88656], [-3.59300, 1.93903, 0.60568], [-1.32405, 1.87373, 0.68828], [-3.52730, 4.18758, 1.54139]]}


# 6
{"formula": "C21H29ClI2N2O4PdSi", "method": "wB97M-V/def2-TZVPD", "e_lumo_ev": 4.2, "charge": -2, "e_homo_ha": -0.05097, "de_lowest_ev": 0.000, "symbols": ["Pd", "I", "C", "I", "H", "H", "O", "C", "O", "C", "C", "Cl", "N", "N", "C", "C", "O", "O", "C", "C", "C", "C", "C", "C", "H", "H", "H", "H", "H", "H", "C", "Si", "C", "C", "C", "C", "C", "C", "C", "C", "H", "H", "H", "H", "H", "H", "H", "H", "H", "H", "H", "H", "H", "H", "H", "H", "H", "H", "H", "H", "H"], "positions_angstrom": [[0.01361, 0.99826, 0.05888], [-0.38159, 2.78231, 2.40647], [1.11274, 2.34243, -0.89522], [3.02701, 1.32837, -1.36640], [1.42701, 3.15108, -0.23638], [0.84881, 2.75204, -1.86154], [-0.40562, -4.56106, 3.08460], [0.59737, -4.04612, 3.75655], [1.12698, -4.64434, 4.67251], [1.10490, -2.70493, 3.31475], [2.25410, -2.11133, 3.79242], [3.28344, -2.70020, 5.02312], [2.45570, -0.94416, 3.12755], [1.45928, -0.74561, 2.23871], [0.64370, -1.76891, 2.33707], [-0.61614, -1.79169, 1.50187], [-1.26614, -2.87128, 1.52180], [-0.95796, -0.78941, 0.85288], [3.48214, 0.05579, 3.23619], [4.65802, -0.14590, 3.95245], [5.60626, 0.86532, 4.01766], [5.39870, 2.07921, 3.38317], [4.22237, 2.27420, 2.67496], [3.27128, 1.27384, 2.59668], [-0.68661, -3.95838, 2.28501], [4.85955, -1.07743, 4.45502], [6.51692, 0.68953, 4.57810], [6.14225, 2.86438, 3.44422], [4.02507, 3.21624, 2.18123], [2.34216, 1.44435, 2.07834], [-1.13396, 2.18217, -3.13864], [-1.30938, 0.76735, -1.86232], [-3.18616, 0.93244, -1.32088], [-4.11523, 1.31365, -2.47998], [-3.77313, -0.31460, -0.64946], [-3.23357, 2.07465, -0.29678], [-0.98451, -0.82587, -2.93773], [0.52675, -0.91270, -3.15769], [-1.41545, -2.11309, -2.22626], [-1.66056, -0.77063, -4.31048], [-1.91183, 2.14472, -3.90377], [-0.16896, 2.13036, -3.65116], [-1.19016, 3.15289, -2.63944], [-4.13259, 0.55849, -3.26891], [-3.84194, 2.26915, -2.93081], [-5.14106, 1.41283, -2.09819], [-3.99135, -1.09985, -1.37542], [-4.72464, -0.04875, -0.16665], [-3.10899, -0.72499, 0.10952], [-2.76856, 2.99086, -0.67126], [-2.71295, 1.81314, 0.62452], [-4.27982, 2.30371, -0.04592], [1.05377, -1.03437, -2.21132], [0.92961, -0.01739, -3.63802], [0.76334, -1.77428, -3.79942], [-1.07945, -2.13863, -1.18854], [-0.98931, -2.98376, -2.74515], [-2.49820, -2.23456, -2.22438], [-1.32647, 0.08976, -4.89473], [-2.74840, -0.72269, -4.23148], [-1.41216, -1.67661, -4.88190]]}